<a>
Entry from OMol25: 4 unconnected molecules or ions with the total composition C6H19NO3 (the ωB97M-V functional and the def2-TZVPD basis).

The geometry in ORCA input format:
```
! wB97M-V def2-TZVPD RIJCOSX def2/J DEFGRID3
* xyz 0 1
O -1.640 -1.799 1.816
O 2.010 -1.891 -0.271
O -0.392 -2.689 -0.434
N -1.259 -0.001 -0.807
C 0.951 2.407 1.000
C -2.540 -0.237 -1.510
C 2.016 2.072 0.034
C -0.277 1.577 0.834
C -0.860 1.399 -0.645
C 2.648 0.889 0.048
H 0.717 3.440 0.865
H -0.620 -1.898 0.137
H -0.130 0.392 1.067
H 0.884 -1.786 -0.269
H 3.508 0.594 -0.495
H -1.031 2.002 1.569
H -2.234 -1.904 1.045
H 2.376 0.052 0.843
H 1.462 2.430 1.952
H -0.499 -0.493 -1.250
H 2.312 2.886 -0.645
H -2.751 0.394 -2.379
H -3.416 -0.083 -0.929
H -1.709 2.106 -0.829
H 2.157 -1.633 -1.141
H -2.436 -1.282 -1.807
H -1.165 -1.056 1.521
H -0.024 -3.405 0.312
H -0.034 1.648 -1.374
*
```

Summary:
structure (SMILES)	C=CCCCNC.O.O.O
orbital gap	9.92	eV

---

<b>
Entry from OMol25: 3 unconnected molecules or ions with the total composition C6H19NO3 (the ωB97M-V functional and the def2-TZVPD basis).

The geometry in ORCA input format:
```
! wB97M-V def2-TZVPD RIJCOSX def2/J DEFGRID3
* xyz 0 1
O -1.396 2.046 -2.006
O 0.268 -3.333 0.901
O 3.129 -2.890 0.425
N -0.792 3.537 1.273
C 0.084 1.397 0.473
C 3.372 -4.293 0.587
C -1.744 2.627 -0.766
C -0.484 2.755 0.077
C -2.487 1.450 -2.661
C -0.470 -2.136 1.088
H 3.934 -2.475 0.110
H -0.102 3.404 2.001
H -3.373 2.098 -2.630
H -2.498 2.029 -0.245
H 0.982 1.531 1.078
H 0.388 0.836 -0.413
H -2.742 0.487 -2.206
H 1.194 -3.082 0.816
H -0.665 0.781 0.974
H -1.418 -2.392 1.554
H -2.207 1.309 -3.704
H 2.984 -4.859 -0.266
H -2.148 3.628 -0.971
H 4.436 -4.522 0.662
H -0.802 4.533 1.090
H 0.278 3.246 -0.548
H 0.102 -1.429 1.693
H 2.863 -4.638 1.483
H -0.688 -1.647 0.130
*
```

Summary:
structure (SMILES)	COC[C@H](C)N.CO.CO
orbital gap	10.02	eV

---

<c>
Entry from OMol25: 3 unconnected molecules or ions with the total composition C6H19NO3 (the ωB97M-V functional and the def2-TZVPD basis).

The geometry in ORCA input format:
```
! wB97M-V def2-TZVPD RIJCOSX def2/J DEFGRID3
* xyz 0 1
O 2.359 0.962 -1.679
O -0.889 2.474 -1.898
O -0.746 -0.441 -3.214
N -0.946 -0.675 0.825
C 0.397 -1.239 0.749
C -1.294 0.102 2.032
C -0.739 1.530 2.082
C 1.629 0.613 -0.511
C 0.201 -2.768 0.816
C 1.128 -0.850 -0.562
H -1.336 3.130 -1.346
H -0.886 2.084 1.094
H -0.226 -3.151 -0.152
H -1.313 2.078 2.823
H 1.808 1.098 -2.493
H 1.957 -1.555 -0.749
H 1.140 -0.865 1.478
H -1.338 -0.400 -0.070
H -0.520 -3.188 1.493
H 2.423 0.684 0.258
H 0.481 -1.106 -1.377
H -2.420 0.171 1.935
H -0.217 2.124 -1.274
H -0.311 0.382 -3.449
H 1.198 -3.182 0.994
H 0.362 1.523 2.306
H -1.609 -0.207 -2.858
H -1.204 -0.626 2.845
H 0.908 1.298 -0.097
*
```

Summary:
structure (SMILES)	CCN[C@@H](C)CCO.O.O
orbital gap	8.74	eV

---

Which one sits at the top of the stability order? <c> does.

---

<a>
Entry from OMol25: C6H6OS in the gas phase (the ωB97M-V functional and the def2-TZVPD basis).

The geometry in ORCA input format:
```
! wB97M-V def2-TZVPD RIJCOSX def2/J DEFGRID3
* xyz 0 1
S 3.203 -1.048 0.132
O 0.235 -0.842 -0.745
C 2.357 0.314 -0.228
C -2.018 -0.710 0.093
C -3.195 -0.821 -0.128
C 0.915 0.429 -0.625
C -0.572 -0.639 0.356
C 0.026 0.817 0.574
H -4.218 -0.886 -0.441
H -0.278 -1.368 1.161
H 2.949 1.239 -0.473
H -0.732 1.569 0.345
H 0.499 0.956 1.546
H 0.827 0.990 -1.567
*
```

Summary:
structure (SMILES)	C#C[C@@H]1C[C@@H](C=S)O1
orbital gap	8.42	eV

---

<b>
Entry from OMol25: a molecular structure, C6H6OS (the ωB97M-V functional and the def2-TZVPD basis).

The geometry in ORCA input format:
```
! wB97M-V def2-TZVPD RIJCOSX def2/J DEFGRID3
* xyz 0 1
S 2.240 0.753 0.634
O -2.488 0.623 -0.129
C -0.322 0.144 -0.291
C 2.033 -0.864 -0.235
C -1.433 0.652 -0.897
C 1.082 0.153 -0.697
C -2.051 0.105 1.076
C -0.776 -0.293 1.020
H 0.024 -0.414 1.692
H 2.843 -1.251 -0.823
H -1.341 0.930 -1.905
H 1.361 0.904 -1.803
H -2.890 0.039 1.758
H 1.718 -1.481 0.600
*
```

Summary:
orbital gap	9.49	eV

---

Which one sits at the top of the stability order? <b> does.